DFT (wB97M-V/def2-TZVPD) results for one molecule with the formula CO2S.

Structure (XYZ):
```
4
Properties=species:S:1:pos:R:3:forces:R:3
C 0.638077 -0.378456 0.353403 1.35 8.23 0.26
O -1.023633 1.119664 -0.565830 1.60 -0.56 0.81
O 0.204100 1.008575 0.021546 -0.75 -2.01 -0.22
S 0.181456 -1.749783 0.190881 -2.21 -5.66 -0.86
```
Forces are in eV/Å.

Its LUMO energy (alpha / beta) is -1.36 / -1.99 eV. The value obtained for the HOMO energy (alpha / beta) is -11.4480 / -8.8023 eV.